No. 1
Formula: FH3P2S2
Source: OMol25
Level of theory: ωB97M-V/def2-TZVPD

Structure (XYZ):
```
8
FH3P2S2 | OMol25 | ωB97M-V/def2-TZVPD
F 2.97291 3.95803 -1.57694
P 0.49818 -0.56327 0.12936
P 1.73806 4.06630 -0.49291
S 2.47380 5.06732 0.97226
S -1.53810 -0.35112 -0.29030
H 0.86500 0.78308 -0.03840
H 0.32765 -0.39615 1.50211
H -1.50162 -1.02411 -1.43915
```

Computed properties:
- LUMO level (alpha / beta): 0.76 / -3.79 eV
- HOMO level (alpha / beta): -7.7023 / -9.3675 eV
- Energy relative to the best compared isomer or geometry (same formula, charge and spin): 6.2 kcal per mole
- Charge: 0
- Spin multiplicity: 3
- <S²>: 2.0092

natural (NBO) population analysis, charges in e, atoms 1 to 5: atom 1 (F): -0.565, atom 2 (P): 0.212, atom 3 (P): 0.663, atom 4 (S): -0.093, atom 5 (S): -0.298

=====

No. 2
Formula: FH4N2PS
Source: OMol25
Level of theory: ωB97M-V/def2-TZVPD

Structure (XYZ):
```
9
FH4N2PS | OMol25 | ωB97M-V/def2-TZVPD
N 0.29695 1.06417 1.08517
N 0.05003 -1.16488 -1.37255
F -1.70418 -1.32886 0.24371
P -0.15374 -1.41471 0.29302
S 0.41966 2.38404 0.06841
H -0.68642 1.00335 1.47831
H 1.15080 1.15952 1.77631
H 1.04142 -1.35918 -1.68757
H -0.41451 -0.34345 -1.88480
```

Computed properties:
- LUMO level (alpha / beta): -0.92 / -0.12 eV
- HOMO level (alpha / beta): -6.7851 / -8.0154 eV
- Energy relative to the best compared isomer or geometry (same formula, charge and spin): 94.4 kcal per mole
- Charge: 0

natural (NBO) population analysis, charges in e, atoms 1 to 5: atom 1 (N): -0.960, atom 2 (N): -1.209, atom 3 (F): -0.581, atom 4 (P): 1.203, atom 5 (S): -0.098

=====

No. 3
Formula: FH5N3P
Source: OMol25
Level of theory: ωB97M-V/def2-TZVPD

Structure (XYZ):
```
10
FH5N3P | OMol25 | ωB97M-V/def2-TZVPD
H 2.32688 1.41866 -0.04292
N 1.55959 1.31426 -0.70571
P 0.55642 0.23215 -0.30295
N 0.48577 -0.31063 1.17958
N -0.51090 -0.42888 -1.14438
H -0.59240 -0.15924 -2.09717
H 0.90192 -0.11055 2.16250
H -0.11511 -1.10092 1.23583
F -2.72683 -0.45397 0.10339
H -1.88535 -0.40088 -0.38817
```

Computed properties:
- SMILES string: [H]/N=P(\N)=N/[H].F
- LUMO level: 0.19 eV
- HOMO level: -10.3625 eV
- Energy relative to the best compared isomer or geometry (same formula, charge and spin): 35.2 kcal per mole
- Charge: 0

natural (NBO) population analysis, charges in e, atoms 1 to 5: atom 1 (H): 0.387, atom 2 (N): -1.240, atom 3 (P): 2.164, atom 4 (N): -1.222, atom 5 (N): -1.317

=====

No. 4
Formula: FH6N4P
Source: OMol25
Level of theory: ωB97M-V/def2-TZVPD

Structure (XYZ):
```
12
FH6N4P | OMol25 | ωB97M-V/def2-TZVPD
N -0.24786 1.27140 -1.81773
N 1.26938 0.00285 1.41463
N -0.20030 -0.05691 -1.42508
N 0.07167 0.09041 1.94537
F -0.10263 -2.48879 2.09028
P -1.01865 -1.12310 2.37523
H -1.15950 1.67518 -1.76971
H 0.02138 1.34557 -2.76983
H 1.41719 -0.78620 0.86653
H 0.75698 -0.27509 -1.31229
H -0.73233 -0.69368 -2.00246
H -0.07533 1.03835 2.40505
```

Computed properties:
- LUMO level (alpha / beta): 0.40 / -0.09 eV
- HOMO level (alpha / beta): -7.7160 / -8.1594 eV
- Energy relative to the best compared isomer or geometry (same formula, charge and spin): 46.4 kcal per mole
- Charge: 0

natural (NBO) population analysis, charges in e, atoms 1 to 5: atom 1 (N): -0.654, atom 2 (N): -0.451, atom 3 (N): -0.682, atom 4 (N): -0.618, atom 5 (F): -0.586

=====

No. 5
Formula: FHIPS
Source: OMol25
Level of theory: ωB97M-V/def2-TZVPD

Structure (XYZ):
```
5
FHIPS | OMol25 | ωB97M-V/def2-TZVPD
F 0.11080 -0.78098 1.32954
P -0.03552 0.12736 -0.03705
S -1.58520 1.30509 0.19195
I 2.01246 1.39635 0.05811
H -0.50254 -2.04782 -1.54256
```

Computed properties:
- LUMO level (alpha / beta): -3.08 / -1.20 eV
- HOMO level (alpha / beta): -9.7085 / -9.5477 eV
- Energy relative to the best compared isomer or geometry (same formula, charge and spin): 73.6 kcal per mole
- Charge: 0

Computed natural (NBO) charges, given in elementary charges: atom 1 (F): -0.584, atom 2 (P): 0.909, atom 3 (S): -0.321, atom 4 (I): -0.017, atom 5 (H): 0.015

=====

No. 6
Formula: FHIPS
Source: OMol25
Level of theory: ωB97M-V/def2-TZVPD

Structure (XYZ):
```
5
FHIPS | OMol25 | ωB97M-V/def2-TZVPD
S -1.14421 1.03984 -1.52298
P 0.22211 0.78501 -0.19537
I 0.10609 2.65274 1.43191
F 0.72854 -1.89872 0.17794
H 0.08747 -2.57886 0.10850
```

Computed properties:
- SMILES string: S=PI.F
- LUMO level: -1.59 eV
- HOMO level: -9.0340 eV
- Energy relative to the best compared isomer or geometry (same formula, charge and spin): 20.1 kcal per mole
- Charge: 0

Computed natural (NBO) charges, given in elementary charges: atom 1 (S): -0.350, atom 2 (P): 0.515, atom 3 (I): -0.177, atom 4 (F): -0.556, atom 5 (H): 0.568

=====

No. 7
Formula: FHN2O2S
Source: OMol25
Level of theory: ωB97M-V/def2-TZVPD

Structure (XYZ):
```
7
FHN2O2S | OMol25 | ωB97M-V/def2-TZVPD
N 1.04294 0.66197 0.37194
N 0.80623 -0.45724 0.03489
O 1.14666 -1.55845 -0.18266
O -0.83968 -0.17435 -0.93012
F 2.50856 0.77747 0.69188
S -1.93835 0.80191 -0.51703
H -2.72636 -0.05130 0.53109
```

Computed properties:
- LUMO level (alpha / beta): -1.92 / -1.72 eV
- HOMO level (alpha / beta): -9.9421 / -9.9745 eV
- Energy relative to the best compared isomer or geometry (same formula, charge and spin): 107.3 kcal per mole
- Charge: 0

natural (NBO) population analysis, charges in e, atoms 1 to 5: atom 1 (N): 0.114, atom 2 (N): 0.412, atom 3 (O): -0.238, atom 4 (O): -0.711, atom 5 (F): -0.292

=====

No. 8
Formula: FHNO3P
Source: OMol25
Level of theory: ωB97M-V/def2-TZVPD

Structure (XYZ):
```
7
FHNO3P | OMol25 | ωB97M-V/def2-TZVPD
N -0.82314 0.43188 0.57826
O 1.79418 0.84567 -0.02208
O 0.43568 -0.74892 -1.50786
O 0.89308 -1.35680 0.93951
F -1.50513 1.61949 0.07432
P 0.77140 -0.26628 -0.10808
H -1.56606 -0.52504 0.04592
```

Computed properties:
- LUMO level: 7.81 eV
- HOMO level: 0.8294 eV
- Energy relative to the best compared isomer or geometry (same formula, charge and spin): 18.5 kcal per mole
- Charge: -2

natural (NBO) population analysis, charges in e, atoms 1 to 5: atom 1 (N): -0.553, atom 2 (O): -1.254, atom 3 (O): -1.269, atom 4 (O): -1.235, atom 5 (F): -0.378